{
  "formula": "C5H7Cl",
  "method": "the ωB97M-V functional and the def2-TZVPD basis",
  "smiles": "C=C=C(C)CCl",
  "homo_energy_ha": -0.343,
  "gap_ev": 10.259,
  "e_above_lowest_ev": 1.9533,
  "species": ["C", "C", "C", "C", "C", "Cl", "H", "H", "H", "H", "H", "H", "H"],
  "positions_angstrom": [[1.0107, 0.7291, 2.0723], [0.5485, 0.6702, 0.8833], [0.0870, 0.2604, -0.2589], [-0.7665, 0.7764, -1.3879], [0.1312, -1.3012, -0.4186], [-1.4401, -1.8427, 0.1011], [0.4013, 0.4024, 2.8755], [1.9185, 1.2050, 2.3533], [-0.8393, -0.0273, -2.1759], [-0.3404, 1.6701, -1.7680], [-1.8831, 0.9664, -1.1324], [0.3080, -1.6730, -1.4403], [0.8642, -1.8357, 0.2966]]
}

{
  "formula": "C2H3N2O2S",
  "method": "the ωB97M-V functional and the def2-TZVPD basis",
  "homo_energy_ha": [-0.117, -0.160],
  "gap_ev": [6.242, 7.986],
  "e_above_lowest_ev": 3.3662,
  "charge": -1,
  "species": ["C", "C", "N", "N", "O", "O", "S", "H", "H", "H"],
  "positions_angstrom": [[0.3559, 1.6420, 0.1366], [0.1208, 0.2852, 0.1156], [0.4055, 2.7992, 0.2020], [0.8565, -0.6412, 0.7205], [-2.3535, -0.1485, -1.1456], [-1.3308, -1.8765, 0.3037], [-1.7223, -0.4418, 0.1403], [1.3767, 0.4888, -1.9231], [0.4406, -1.5734, 0.5966], [1.8507, -0.5338, 0.8533]]
}

{
  "formula": "C4HNO3",
  "method": "the ωB97M-V functional and the def2-TZVPD basis",
  "smiles": "O=C1Oc2conc21",
  "homo_energy_ha": -0.373,
  "gap_ev": 9.522,
  "e_above_lowest_ev": 4.4905,
  "species": ["O", "C", "O", "C", "C", "O", "N", "C", "H"],
  "positions_angstrom": [[0.5628, -2.4499, 1.5754], [0.3258, -1.4523, 0.9943], [-0.7886, -0.6069, 1.3000], [-0.4858, 0.3384, 0.3219], [-0.6807, 1.2530, -0.6529], [0.3467, 1.1096, -1.4353], [1.1614, 0.0236, -1.2133], [0.6785, -0.3229, 0.0532], [-1.1200, 2.1073, -0.9434]]
}

{
  "formula": "C5H6NS3",
  "method": "the ωB97M-V functional and the def2-TZVPD basis",
  "homo_energy_ha": -0.099,
  "gap_ev": 6.127,
  "e_above_lowest_ev": 2.1868,
  "charge": -1,
  "species": ["C", "C", "C", "C", "C", "N", "S", "S", "S", "H", "H", "H", "H", "H", "H"],
  "positions_angstrom": [[1.0379, 2.2247, 0.3975], [-0.0853, 1.3995, 0.3627], [3.0677, -0.2704, -0.0425], [-1.1334, -1.6626, -0.3480], [-1.6312, -0.3860, 0.2188], [-0.5577, 0.3226, 0.8262], [-0.0309, 2.1943, -1.2043], [2.6484, -1.5854, -0.8256], [3.0305, 0.9942, 0.8268], [0.7383, 3.1749, 0.9895], [-0.1751, -2.0005, 0.2782], [-1.7469, -2.5522, -0.5334], [-0.5997, -1.4634, -1.2908], [-2.1155, 0.1768, -0.5810], [-2.4471, -0.5665, 0.9260]]
}

{
  "formula": "C7H17FeNO7P",
  "method": "the ωB97M-V functional and the def2-TZVPD basis",
  "multiplicity": 5,
  "homo_energy_ha": [0.164, 0.050],
  "gap_ev": [3.192, 6.264],
  "e_above_lowest_ev": 0.1996,
  "charge": -3,
  "species": ["Fe", "P", "O", "O", "O", "O", "C", "C", "O", "H", "H", "H", "H", "H", "C", "C", "O", "H", "H", "H", "H", "H", "C", "O", "N", "C", "C", "H", "H", "H", "H", "H", "H", "H"],
  "positions_angstrom": [[-8.1346, 4.9341, -15.1489], [-6.8244, 6.5306, -13.4447], [-5.4765, 7.1517, -13.8159], [-6.9298, 4.9591, -13.5747], [-7.6948, 6.8313, -14.7176], [-7.5087, 7.1726, -12.2416], [-11.6640, 3.3772, -14.0037], [-11.2429, 4.4831, -14.9923], [-10.1449, 5.2407, -14.6728], [-12.7245, 3.3686, -13.7361], [-11.0647, 3.5209, -13.1028], [-11.4744, 2.4062, -14.4715], [-12.1080, 5.1803, -15.1025], [-11.2049, 4.0939, -16.0321], [-9.1800, 5.0216, -18.6107], [-7.7306, 4.7051, -18.3378], [-7.3327, 5.2503, -17.1128], [-9.3627, 4.8075, -19.6843], [-9.4485, 6.0607, -18.4186], [-9.8895, 4.4089, -18.0526], [-6.9619, 5.0125, -19.0688], [-7.5991, 3.6011, -18.3065], [-8.7927, 1.7688, -14.9037], [-8.1932, 2.7864, -15.2094], [-8.6526, 1.1477, -13.7277], [-9.3131, -0.1207, -13.4499], [-7.7387, 1.6702, -12.7587], [-9.5203, 1.2452, -15.5343], [-8.5379, -0.8549, -13.1898], [-9.9812, -0.4910, -14.2185], [-9.8132, 0.0457, -12.4839], [-7.1396, 0.8303, -12.3664], [-7.0242, 2.4186, -13.0837], [-8.2586, 1.9886, -11.8477]]
}

{
  "formula": "C33H38N2O",
  "method": "the ωB97M-V functional and the def2-TZVPD basis",
  "homo_energy_ha": -0.169,
  "gap_ev": 2.947,
  "species": ["C", "C", "N", "C", "C", "C", "C", "C", "C", "C", "C", "C", "C", "N", "C", "C", "C", "C", "C", "C", "C", "C", "C", "C", "C", "H", "H", "H", "H", "H", "H", "H", "H", "H", "H", "H", "H", "H", "H", "H", "H", "H", "H", "H", "H", "H", "H", "H", "H", "H", "C", "C", "C", "C", "C", "C", "C", "C", "O", "C", "C", "H", "H", "H", "H", "H", "H", "H", "H", "H", "H", "H", "H", "H"],
  "positions_angstrom": [[5.3371, -4.3253, -1.9189], [6.5069, -3.3862, -2.2696], [6.1651, -1.9752, -2.0265], [7.0827, -0.8463, -1.7574], [6.1424, 0.3845, -1.6650], [4.7470, -0.1845, -1.7902], [3.5084, 0.3922, -1.6942], [2.3388, -0.3976, -1.8760], [1.0678, 0.2221, -1.7586], [-0.2009, -0.3871, -1.6232], [-1.3643, 0.4109, -1.8013], [-2.6056, -0.1664, -1.7480], [-2.7060, -1.5542, -1.5630], [-4.0211, -1.9697, -1.6209], [-4.3605, -3.3913, -1.4417], [-3.1894, -4.3147, -1.8247], [-1.8047, -3.8590, -1.2989], [-1.5978, -2.3740, -1.3611], [-0.3638, -1.7716, -1.3316], [-4.9337, -0.8372, -1.8907], [-3.9976, 0.4019, -1.9074], [2.4975, -1.7762, -2.2039], [3.7335, -2.3784, -2.2462], [4.8461, -1.5647, -2.0325], [3.9588, -3.8509, -2.4444], [5.5505, -5.3410, -2.2787], [5.2718, -4.4133, -0.8286], [7.3977, -3.6290, -1.6819], [6.7789, -3.4921, -3.3245], [7.6144, -1.0377, -0.8196], [7.8095, -0.7658, -2.5711], [6.2578, 0.9354, -0.7232], [6.3353, 1.0958, -2.4785], [3.4232, 1.4394, -1.4632], [1.0639, 1.2989, -1.8002], [-1.2740, 1.4619, -2.0080], [-4.6429, -3.5425, -0.3945], [-5.2475, -3.6028, -2.0476], [-3.3977, -5.3373, -1.4844], [-3.1386, -4.3790, -2.9172], [-1.6605, -4.1977, -0.2682], [-1.0053, -4.3388, -1.8812], [0.4848, -2.3668, -1.0495], [-5.4229, -1.0078, -2.8565], [-5.6914, -0.7884, -1.1021], [-4.2284, 1.0862, -1.0808], [-4.0826, 0.9838, -2.8343], [1.6426, -2.3596, -2.4900], [3.8568, -4.0927, -3.5076], [3.1511, -4.4006, -1.9419], [-4.4066, 3.8435, 3.8379], [-3.0466, 4.2549, 4.4313], [-2.9636, 5.7933, 4.4225], [-2.9469, 3.7726, 5.8893], [-1.9211, 3.6187, 3.5981], [-0.9586, 4.3806, 2.9255], [0.0010, 3.8010, 2.1412], [0.0540, 2.3843, 1.9752], [0.9036, 1.8492, 1.2495], [-0.9173, 1.6161, 2.6862], [-1.8604, 2.2284, 3.4630], [-4.5362, 2.7625, 3.8512], [-5.2239, 4.2865, 4.4051], [-4.4903, 4.1763, 2.8036], [-2.0245, 6.1401, 4.8527], [-3.0464, 6.1855, 3.4091], [-3.7752, 6.2210, 5.0100], [-1.9855, 4.0480, 6.3215], [-3.7326, 4.2216, 6.4955], [-3.0474, 2.6908, 5.9588], [-0.9731, 5.4508, 3.0204], [0.7338, 4.3941, 1.6214], [-0.8853, 0.5460, 2.5786], [-2.5845, 1.6246, 3.9816]]
}

| no. | E (hartree) |
| --- | --- |
| 1 | -654.8187 |
| 2 | -736.0995 |
| 3 | -433.3136 |
| 4 | -1443.3597 |
| 5 | -2463.2934 |
| 6 | -1464.9593 |